*a*
Computed, not measured: a molecular structure, C7H8, with ωB97M-V with the def2-TZVPD basis set.

Orbital gap ... 8.12 eV
Multiplicity ... 1
E_HOMO ... -8.51 eV
Net charge ... 0

Last column: Mulliken charge in e.
Atoms and positions in Å:
1 C 0.459 1.008 -1.255  -1.366
2 C 0.275 0.111 -0.022  1.981
3 C 0.761 0.798 1.264  -1.368
4 C -1.134 -0.345 0.106  -0.935
5 C -2.131 -1.062 0.162  0.128
6 C 0.797 -1.272 -0.199  -0.663
7 C 0.811 -2.516 -0.306  -0.847
8 H 0.093 0.506 -2.154  0.376
9 H 1.530 1.191 -1.381  0.355
10 H -0.050 1.971 -1.135  0.370
11 H 0.262 1.761 1.420  0.370
12 H 0.599 0.153 2.130  0.376
13 H 1.836 0.972 1.165  0.355
14 H -3.088 -1.536 0.233  0.440
15 H -1.019 -1.742 -0.028  0.429

***

*b*
Computed, not measured: a single C7H8 molecule, with ωB97M-V with the def2-TZVPD basis set.

Orbital gap (alpha / beta) ... 7.38 / 7.38 eV
Multiplicity ... 1
E_HOMO (alpha / beta) ... -8.02 / -8.02 eV
Net charge ... 0

Last column: Mulliken charge in e.
Atoms and positions in Å:
1 C 0.862 1.076 0.264  -0.125
2 C 2.359 0.950 -0.172  -0.679
3 C 1.084 -1.310 -0.256  -0.694
4 C -0.420 -0.814 -0.223  -0.526
5 C 1.764 -0.189 0.518  0.021
6 C -0.453 0.705 0.116  0.770
7 C -1.746 1.420 -0.011  -1.520
8 H 1.311 -2.426 0.024  0.312
9 H 1.518 -1.212 -1.249  0.295
10 H -0.928 -1.059 -1.106  0.399
11 H -1.048 -1.323 0.650  0.251
12 H 1.885 -0.467 1.522  0.356
13 H -1.705 2.437 0.228  0.387
14 H -2.364 0.927 0.667  0.389
15 H -2.118 1.285 -0.971  0.364

***

*c*
Computed, not measured: a single C7H8 molecule, with ωB97M-V with the def2-TZVPD basis set.

Orbital gap ... 9.68 eV
Multiplicity ... 1
SMILES ... C#CCC(C)=C=C
E_HOMO ... -8.79 eV
Net charge ... 0

Last column: Mulliken charge in e.
Atoms and positions in Å:
1 C -0.110 -1.528 -0.521  -1.209
2 C -0.474 -0.113 -0.180  0.568
3 C 0.353 1.026 -0.715  -0.768
4 C 1.779 0.891 -0.363  -0.377
5 C 2.939 0.756 -0.079  0.094
6 C -1.540 0.058 0.529  -0.153
7 C -2.295 0.153 1.571  -0.817
8 H 0.123 -1.576 -1.586  0.312
9 H 0.761 -1.861 0.043  0.300
10 H -0.950 -2.197 -0.311  0.379
11 H -1.397 0.515 2.081  0.334
12 H 0.254 1.025 -1.803  0.296
13 H -0.023 1.992 -0.356  0.366
14 H 3.971 0.640 0.179  0.401
15 H -3.393 0.219 1.510  0.273

***

*d*
Computed, not measured: a single C7H8 molecule, with ωB97M-V with the def2-TZVPD basis set.

Orbital gap (alpha / beta) ... 7.66 / 7.66 eV
Multiplicity ... 1
SMILES ... C#CC(=C)/C=C/C
E_HOMO (alpha / beta) ... -7.58 / -7.58 eV
Net charge ... 0

Last column: Mulliken charge in e.
Atoms and positions in Å:
1 C -2.218 0.447 -0.483  -1.235
2 C 1.268 0.230 0.356  0.428
3 C 0.116 1.065 0.291  -0.552
4 C -1.012 0.238 0.384  0.002
5 C 2.526 0.483 -0.053  -0.915
6 C 0.670 -1.142 0.341  -0.586
7 C 0.630 -2.361 0.272  0.146
8 H 0.127 2.034 -0.194  0.341
9 H -1.227 -0.253 1.333  0.407
10 H 3.300 -0.266 0.076  0.284
11 H 2.815 1.467 -0.403  0.259
12 H -2.881 -0.420 -0.419  0.353
13 H -2.786 1.328 -0.174  0.323
14 H -1.914 0.573 -1.526  0.318
15 H 0.586 -3.421 0.197  0.427

***

Energies relative to the most stable structure, in kcal/mol: *a* 77.4; *b* 51.6; *c* 0.0; *d* 13.8.

***

*a*
Computed, not measured: a single C7H8 molecule, with ωB97M-V with the def2-TZVPD basis set.

Orbital gap ... 9.72 eV
Multiplicity ... 1
SMILES ... C[C@@]12[C@@H]3[C@H]4[C@@H]3[C@@H]1[C@H]42
E_HOMO ... -8.49 eV
Net charge ... 0

Last column: Mulliken charge in e.
Atoms and positions in Å:
1 C -1.812 -0.783 0.423  -1.337
2 C -0.411 -0.244 0.317  0.382
3 C -0.087 1.132 -0.300  -0.465
4 C 0.988 0.526 -1.162  -0.589
5 C 1.310 1.115 0.236  -0.437
6 C 1.048 -0.262 0.879  -0.596
7 C 0.730 -0.829 -0.475  -0.202
8 H -1.855 -1.849 0.660  0.346
9 H -2.428 -0.228 1.139  0.319
10 H -2.293 -0.657 -0.563  0.319
11 H -0.678 2.020 -0.488  0.472
12 H 1.130 0.715 -2.224  0.439
13 H 1.844 1.964 0.658  0.424
14 H 1.634 -0.755 1.655  0.441
15 H 0.879 -1.864 -0.758  0.485

***

*b*
Computed, not measured: a single C7H8 molecule, with ωB97M-V with the def2-TZVPD basis set.

Orbital gap ... 7.92 eV
Multiplicity ... 1
E_HOMO ... -8.00 eV
Net charge ... 0

Last column: Mulliken charge in e.
Atoms and positions in Å:
1 C -0.363 -1.812 -0.130  -1.503
2 C -0.280 -0.371 0.402  0.423
3 C 0.523 0.463 -0.578  -0.253
4 C 1.694 1.120 -0.268  -0.251
5 C 2.703 1.937 -0.435  -0.518
6 C -1.626 0.189 0.610  -0.761
7 C -2.728 0.653 0.758  0.184
8 H -0.846 -1.828 -1.113  0.356
9 H 0.641 -2.234 -0.226  0.380
10 H -0.952 -2.438 0.548  0.384
11 H 0.246 -0.384 1.366  0.313
12 H 0.090 0.560 -1.576  0.363
13 H 0.928 1.520 0.525  0.259
14 H 3.671 1.555 -0.768  0.187
15 H -3.702 1.070 0.886  0.436

***

*c*
Computed, not measured: a single C7H8 molecule, with ωB97M-V with the def2-TZVPD basis set.

Orbital gap ... 9.36 eV
Multiplicity ... 1
SMILES ... C#CCC(C)=C=C
E_HOMO ... -8.48 eV
Net charge ... 0

Last column: Mulliken charge in e.
Atoms and positions in Å:
1 C -0.161 -1.533 -0.513  -1.207
2 C -0.476 -0.100 -0.219  0.520
3 C 0.363 1.028 -0.745  -0.782
4 C 1.776 0.861 -0.368  -0.368
5 C 2.934 0.716 -0.071  0.086
6 C -1.498 0.087 0.550  -0.089
7 C -2.236 0.157 1.609  -0.808
8 H 0.140 -1.614 -1.559  0.327
9 H 0.646 -1.901 0.122  0.283
10 H -1.054 -2.147 -0.352  0.388
11 H -1.340 0.753 2.014  0.310
12 H 0.275 1.056 -1.833  0.294
13 H -0.002 1.986 -0.353  0.358
14 H 3.962 0.588 0.190  0.404
15 H -3.330 0.064 1.527  0.285

***

Energies relative to the most stable structure, in kcal/mol: *a* 0.0; *b* 54.5; *c* 5.0.

***

*a*
Computed, not measured: a single C7H8 molecule, with ωB97M-V with the def2-TZVPD basis set.

Orbital gap ... 9.27 eV
Multiplicity ... 1
SMILES ... C=CC1=CCC=C1
E_HOMO ... -8.32 eV
Net charge ... 0

Last column: Mulliken charge in e.
Atoms and positions in Å:
1 C 2.753 0.324 0.100  -0.726
2 C 1.694 -0.480 -0.131  -0.298
3 C 0.269 -0.179 0.056  0.823
4 C -0.685 -1.149 -0.062  -0.662
5 C -2.012 -0.586 0.076  -0.165
6 C -1.700 0.937 -0.016  -0.431
7 C -0.404 1.220 -0.015  -0.461
8 H 2.516 1.345 0.372  0.243
9 H 3.764 -0.198 -0.097  0.224
10 H 1.958 -1.580 -0.314  0.149
11 H -0.179 -2.168 0.226  0.179
12 H -2.513 -0.879 0.989  0.261
13 H -2.673 -0.887 -0.794  0.235
14 H -2.526 1.712 -0.215  0.298
15 H 0.164 2.126 -0.218  0.331

***

*b*
Computed, not measured: a single C7H8 molecule, with ωB97M-V with the def2-TZVPD basis set.

Orbital gap ... 9.03 eV
Multiplicity ... 1
SMILES ... CC1=C2C=CC[C@H]12
E_HOMO ... -8.08 eV
Net charge ... 0

Last column: Mulliken charge in e.
Atoms and positions in Å:
1 C -1.027 0.011 0.270  -0.385
2 C 0.149 -0.926 0.704  -0.148
3 C -0.923 -0.113 -1.280  -0.633
4 C 0.473 -1.882 -0.454  -0.600
5 C 0.018 -1.217 -1.542  -0.281
6 C 0.204 0.378 0.901  0.441
7 C 0.836 1.554 1.617  -0.956
8 H -1.982 0.056 0.870  0.338
9 H -1.926 0.008 -1.727  0.361
10 H -0.230 0.620 -1.778  0.216
11 H 1.195 -2.626 -0.326  0.457
12 H 0.255 -1.370 -2.590  0.390
13 H 0.872 2.244 0.764  0.269
14 H 1.862 1.342 2.081  0.258
15 H 0.225 1.920 2.489  0.271

***

*c*
Computed, not measured: a single C7H8 molecule, with ωB97M-V with the def2-TZVPD basis set.

Orbital gap ... 10.85 eV
Multiplicity ... 1
SMILES ... C#CC[C@H](C)C#C
E_HOMO ... -9.91 eV
Net charge ... 0

Last column: Mulliken charge in e.
Atoms and positions in Å:
1 C -0.149 -1.414 -0.343  -1.183
2 C -0.393 0.018 0.202  1.023
3 C 0.323 1.084 -0.653  -0.922
4 C 1.765 0.919 -0.410  -0.353
5 C 2.917 0.714 -0.122  0.107
6 C -1.779 0.193 0.620  -1.448
7 C -2.769 0.073 1.299  -0.012
8 H 0.115 -1.405 -1.407  0.317
9 H 0.677 -1.890 0.185  0.291
10 H -1.037 -2.044 -0.240  0.418
11 H 0.026 0.187 1.199  0.204
12 H 0.120 0.986 -1.728  0.353
13 H 0.016 2.088 -0.342  0.360
14 H 3.942 0.549 0.129  0.400
15 H -3.773 -0.058 1.609  0.445

***

Energies relative to the most stable structure, in kcal/mol: *a* 0.0; *b* 51.5; *c* 33.8.

***

*a*
Computed, not measured: a single C8H10OS molecule, with ωB97M-V with the def2-TZVPD basis set.

Orbital gap ... 9.30 eV
Multiplicity ... 1
E_HOMO ... -8.79 eV
Net charge ... 0

Last column: Mulliken charge in e.
Atoms and positions in Å:
1 O 2.653 0.232 0.450  -0.614
2 C -1.209 -1.669 -2.249  -0.378
3 C -0.799 -2.077 -0.990  -0.542
4 C -0.736 -0.443 -2.750  -0.490
5 C -0.085 -1.210 -0.184  -0.230
6 C 0.014 0.417 -1.934  -0.263
7 C 0.351 0.044 -0.626  0.469
8 S 1.459 1.071 0.294  0.386
9 C -0.329 1.653 2.386  -1.145
10 C 0.996 0.956 2.070  -0.490
11 H -1.831 -2.334 -2.875  0.342
12 H -1.059 -3.063 -0.581  0.347
13 H -0.923 -0.148 -3.771  0.365
14 H 0.174 -1.583 0.795  0.218
15 H 0.436 1.361 -2.338  0.292
16 H -0.407 1.801 3.453  0.361
17 H -1.174 1.101 1.973  0.300
18 H -0.356 2.586 1.854  0.333
19 H 1.795 1.428 2.667  0.420
20 H 1.029 -0.123 2.354  0.320

***

*b*
Computed, not measured: a molecular structure, C8H10OS, with ωB97M-V with the def2-TZVPD basis set.

Orbital gap (alpha / beta) ... 6.81 / 6.57 eV
Multiplicity ... 1
E_HOMO (alpha / beta) ... -6.66 / -6.27 eV
Net charge ... 0

Last column: Mulliken charge in e.
Atoms and positions in Å:
1 C 1.575 2.212 1.496  -0.277
2 C 0.261 2.149 1.152  -0.817
3 C 2.163 0.966 1.688  -0.566
4 C -0.068 0.776 0.902  0.312
5 C 0.836 -1.842 -0.409  -1.066
6 C -0.627 -1.258 -0.541  0.364
7 C -1.049 0.233 0.078  0.290
8 C -1.210 -1.396 -2.000  -1.060
9 O -2.248 0.716 -0.342  -0.515
10 S 1.132 -0.383 1.342  -0.025
11 H 1.955 3.236 1.683  0.334
12 H -0.214 3.045 0.924  0.392
13 H 3.169 0.627 1.962  0.363
14 H 1.144 -2.769 0.045  0.370
15 H 1.294 -1.659 -1.318  0.365
16 H -1.391 -1.684 0.063  0.295
17 H -1.678 -2.392 -2.218  0.299
18 H -0.557 -1.134 -2.941  0.277
19 H -2.088 -0.707 -2.013  0.305
20 H -2.401 1.265 0.446  0.360

***

Energies relative to the most stable structure, in kcal/mol: *a* 0.0; *b* 101.1.

***

*a*
Computed, not measured: a molecular structure, C9H10N4, with ωB97M-V with the def2-TZVPD basis set.

Orbital gap ... 7.94 eV
Multiplicity ... 1
E_HOMO ... -8.48 eV
Net charge ... 0

Last column: Mulliken charge in e.
Atoms and positions in Å:
1 C 4.661 0.070 -1.981  -0.894
2 C 3.647 1.456 -1.920  -0.260
3 C -0.349 -0.150 -0.301  0.550
4 C -1.406 -1.131 -0.621  -0.453
5 C -2.479 -1.315 0.305  -0.395
6 C -2.616 -0.332 1.523  0.251
7 C -1.450 0.538 1.821  -0.652
8 C -0.419 0.589 0.890  -0.203
9 C -3.442 -0.562 2.751  0.088
10 H 5.710 0.336 -1.770  0.326
11 H 4.212 -0.927 -1.322  0.222
12 H 4.687 -0.101 -3.040  0.289
13 H 3.882 1.892 -0.862  0.256
14 H 3.961 2.318 -2.717  0.298
15 H 0.211 0.301 -2.474  0.386
16 H -1.479 -1.886 -1.355  0.364
17 H -3.050 -2.259 0.326  0.344
18 H -1.492 0.979 2.792  0.403
19 H 0.689 0.876 0.969  0.280
20 N 2.295 0.921 -2.244  -0.513
21 N 1.898 0.611 -1.042  0.016
22 N 0.665 0.007 -1.222  -0.239
23 N -4.032 -1.041 3.745  -0.463

***

*b*
Computed, not measured: a single C9H10N4 molecule, with ωB97M-V with the def2-TZVPD basis set.

Orbital gap ... 8.61 eV
Multiplicity ... 1
SMILES ... Cc1cccc2nc(N)nc(N)c12
E_HOMO ... -8.01 eV
Net charge ... 0

Last column: Mulliken charge in e.
Atoms and positions in Å:
1 C 2.307 1.558 0.081  -1.528
2 C 1.537 0.220 0.035  0.838
3 C 2.294 -1.051 -0.165  -0.630
4 C 1.656 -2.263 -0.234  -0.829
5 C 0.311 -2.346 0.100  -0.312
6 C -0.471 -1.161 0.312  0.304
7 C -2.495 -0.470 0.029  0.324
8 C -0.875 1.139 0.030  0.400
9 C 0.135 0.082 0.116  0.507
10 H 2.024 2.246 -0.780  0.423
11 H 3.495 1.239 -0.129  0.235
12 H 2.209 2.278 0.902  0.398
13 H 3.329 -0.958 -0.369  0.308
14 H 2.270 -3.135 -0.077  0.319
15 H -0.194 -3.300 0.153  0.412
16 H -4.431 0.307 -0.138  0.233
17 H -4.291 -1.462 -0.223  0.254
18 H -1.063 3.074 -0.050  0.232
19 H 0.519 2.631 0.133  0.215
20 N -1.800 -1.345 0.617  -0.685
21 N -3.848 -0.502 -0.273  -0.429
22 N -2.136 0.825 -0.292  -0.629
23 N -0.484 2.392 0.224  -0.360

***

Energies relative to the most stable structure, in kcal/mol: *a* 159.0; *b* 0.0.

***

*a*
Computed, not measured: a single C7H15N molecule, with ωB97M-V with the def2-TZVPD basis set.

Orbital gap ... 9.47 eV
Multiplicity ... 1
SMILES ... C=CCCCN(C)C
E_HOMO ... -8.38 eV
Net charge ... 0

Last column: Mulliken charge in e.
Atoms and positions in Å:
1 C 0.885 -1.204 0.622  -0.709
2 C -0.491 -1.955 0.614  -0.527
3 C -1.222 -1.785 -0.682  -0.153
4 C -0.904 -1.150 -1.805  -0.663
5 C 0.741 0.239 1.112  -0.940
6 N 0.191 1.136 0.072  0.204
7 C -0.780 2.135 0.508  -1.008
8 C 1.334 1.901 -0.555  -1.328
9 H 1.256 -1.229 -0.403  0.339
10 H 1.717 -1.509 1.304  0.362
11 H -1.056 -1.472 1.422  0.309
12 H -0.316 -3.002 0.665  0.348
13 H -2.162 -2.352 -0.754  0.301
14 H -1.489 -1.410 -2.699  0.241
15 H -0.187 -0.363 -2.065  0.170
16 H 0.177 0.335 2.093  0.477
17 H 1.744 0.602 1.302  0.426
18 H -1.637 2.218 -0.165  0.293
19 H -1.299 1.863 1.506  0.310
20 H -0.400 3.142 0.612  0.310
21 H 1.630 2.807 -0.050  0.412
22 H 2.237 1.317 -0.686  0.410
23 H 0.877 2.222 -1.495  0.415

***

*b*
Computed, not measured: 2 unconnected molecules or ions with the total composition C7H15N, with ωB97M-V with the def2-TZVPD basis set.

Orbital gap ... 4.75 eV
Multiplicity ... 1
E_HOMO ... -6.63 eV
Net charge ... 0

Last column: Mulliken charge in e.
Atoms and positions in Å:
1 C 1.289 -0.823 -0.558  0.180
2 C 1.497 -0.427 0.915  -0.832
3 C 1.077 1.047 1.313  -0.788
4 C -0.268 1.226 0.532  -0.320
5 C -1.288 0.331 1.037  -0.774
6 C -1.979 -0.656 0.285  -0.087
7 C -2.667 -0.455 -1.141  -0.512
8 N 2.312 -0.200 -1.490  -0.637
9 H 0.215 -0.586 -0.715  -0.285
10 H 1.364 -1.896 -0.749  0.376
11 H 0.929 -1.088 1.585  0.320
12 H 2.535 -0.599 1.215  0.427
13 H 0.810 0.958 2.355  0.383
14 H 1.816 1.758 1.086  0.425
15 H -0.427 2.287 0.612  0.516
16 H -0.088 1.147 -0.528  0.285
17 H -3.479 1.319 -1.080  0.387
18 H -2.199 -1.650 0.739  0.363
19 H -3.520 -1.124 -1.276  0.362
20 H -2.015 -0.399 -2.037  0.282
21 H -3.005 0.592 -1.069  -0.486
22 H 1.781 -0.143 -2.391  0.210
23 H 3.134 -0.645 -1.617  0.205

***

Energies relative to the most stable structure, in kcal/mol: *a* 0.0; *b* 175.4.